Entry 1:
ORCA calculation (the ωB97M-V functional and the def2-TZVPD basis) on a structure of composition C39H64FN3O4PS2W.

Computed properties:
LUMO level (alpha / beta), eV: -1.01 / -0.75
ΔE to the lowest compared entry with this formula, charge and spin, eV: 1.676
Orbital gap (alpha / beta), eV: 6.7 / 7.5

Geometry as ORCA input:
```
! RIJCOSX wB97M-V def2-TZVPD def2/J DEFGRID3
* xyz 0 2
W 0.57931 0.60152 -0.59637
C -3.02246 1.87006 -1.92711
N -2.15177 0.76339 -2.29896
C -1.87719 0.82046 -3.72460
C -2.78215 -0.51778 -2.01062
C -2.90674 -0.79563 -0.53396
N -1.61610 -0.89511 0.16355
C -1.82143 -0.59068 1.58393
C -2.31529 0.80962 1.80067
C -3.51249 1.02059 2.46243
C -4.01349 2.29985 2.66751
C -3.20210 3.36036 2.28179
C -1.97240 3.20993 1.63357
C -1.60387 1.90096 1.30570
O -0.55918 1.66316 0.46394
C -1.07029 4.42694 1.38227
C -1.67561 5.71725 1.94041
C 0.25932 4.19834 2.11735
C -0.82991 4.64308 -0.11566
C -5.41326 2.48878 3.25205
C -6.42976 1.85484 2.29058
C -5.51138 1.80167 4.61996
C -5.77376 3.96407 3.42309
C -1.13144 -2.26884 0.00779
C 0.30178 -2.60955 0.37042
C 0.66768 -3.92918 0.10134
C 1.90629 -4.42394 0.45424
C 2.73049 -3.58217 1.20739
C 2.41367 -2.26880 1.51873
C 1.21916 -1.76083 0.97071
O 0.90697 -0.41600 1.01791
C 3.25603 -1.50086 2.55215
C 4.57052 -2.22411 2.86112
C 2.41580 -1.45448 3.84021
C 3.60350 -0.06421 2.15510
C 2.40460 -5.80651 0.03531
C 3.00093 -6.55343 1.23650
C 3.49320 -5.61748 -1.03248
C 1.28386 -6.65862 -0.55969
H -4.00357 1.80128 -2.42711
H -2.55233 2.81041 -2.21618
H -3.18311 1.89768 -0.84973
H -2.79554 0.66129 -4.31337
H -1.15362 0.04669 -3.98662
H -1.45547 1.78747 -3.99223
H -2.20781 -1.30688 -2.50069
H -3.79905 -0.54696 -2.44283
H -3.45304 -1.74116 -0.40229
H -3.51203 -0.02060 -0.06870
H -0.87016 -0.71828 2.09166
H -2.53260 -1.30386 2.02421
H -4.06025 0.15147 2.81298
H -3.53095 4.36286 2.50049
H -1.86989 5.65022 3.01254
H -2.60342 5.99223 1.43237
H -0.96248 6.52878 1.78175
H 0.09557 4.21165 3.19818
H 0.97198 4.98704 1.86300
H 0.72126 3.25157 1.85366
H -1.77404 4.84532 -0.63083
H -0.35762 3.78224 -0.57943
H -0.16889 5.50124 -0.26313
H -6.26387 0.78044 2.18764
H -6.35323 2.30508 1.29807
H -7.44750 2.00785 2.65929
H -5.29685 0.73373 4.55398
H -6.51937 1.91493 5.02735
H -4.80539 2.24391 5.32655
H -5.75312 4.49810 2.47071
H -5.09656 4.46870 4.11624
H -6.78476 4.04424 3.82741
H -1.28993 -2.56031 -1.02934
H -1.77101 -2.92377 0.62093
H -0.05592 -4.55950 -0.40347
H 3.66601 -3.98128 1.57011
H 4.41587 -3.19985 3.32686
H 5.14552 -1.61592 3.56083
H 5.17595 -2.35960 1.96092
H 2.15463 -2.46107 4.17530
H 1.49241 -0.89447 3.67681
H 2.97577 -0.95760 4.63682
H 4.06904 -0.00823 1.16978
H 4.30653 0.34495 2.88524
H 2.73056 0.57723 2.15070
H 3.93283 -6.10019 1.57844
H 3.22318 -7.58703 0.96044
H 2.30243 -6.56648 2.07600
H 4.32844 -5.03413 -0.63960
H 3.09328 -5.08553 -1.89891
H 3.87638 -6.58550 -1.36622
H 0.45617 -6.78239 0.14289
H 1.67026 -7.65077 -0.80173
H 0.89209 -6.22470 -1.48229
C 5.80732 2.19292 -3.38352
C 4.92330 1.87755 -2.19928
O 3.54863 2.07659 -2.57878
P 2.36855 1.03179 -2.62976
S 0.79477 2.29054 -2.44351
S 2.79247 -0.54450 -1.49131
O 2.33548 0.56260 -4.15103
C 1.93324 -0.75041 -4.60487
C 3.13344 -1.48493 -5.15006
H 6.85459 2.05708 -3.10779
H 5.66503 3.22230 -3.71061
H 5.57873 1.53277 -4.22091
H 5.09268 2.55286 -1.36306
H 5.06734 0.85538 -1.85014
H 1.18196 -0.58413 -5.37591
H 1.47680 -1.30198 -3.78637
H 3.61834 -0.90059 -5.93276
H 2.82339 -2.44329 -5.57176
H 3.85696 -1.67288 -4.35510
N 2.91166 2.66104 0.53016
C 2.09998 1.94554 0.13028
F 0.10556 -0.70334 -1.86799
*
```

Entry 2:
ORCA calculation (the ωB97M-V functional and the def2-TZVPD basis) on the molecule C4H4N2O3S.

Computed properties:
LUMO level (alpha / beta), eV: -2.75 / -0.72
ΔE to the lowest compared entry with this formula, charge and spin, eV: 6.299
Orbital gap (alpha / beta), eV: 7.0 / 9.4

Geometry as ORCA input:
```
! RIJCOSX wB97M-V def2-TZVPD def2/J DEFGRID3
* xyz 0 1
C 0.79198 1.86961 0.13043
C 0.26434 0.51186 -0.15862
C 0.44517 -0.22844 -1.22186
C -0.59491 -0.08219 0.94935
N 1.84195 2.34464 -0.32887
N -1.43811 -1.02171 0.24798
O 0.43974 -2.68351 -0.38157
O -1.28584 -2.14184 -2.04396
O 2.81589 2.27359 -1.01275
S -0.45665 -1.72731 -0.96447
H 0.22333 2.47606 0.82190
H 0.07979 -0.56678 1.67022
H -1.20476 0.66708 1.46077
H -1.92192 -1.69106 0.83145
*
```

Entry 3:
ORCA calculation (the ωB97M-V functional and the def2-TZVPD basis) on the molecule C3H2NO2P.

Computed properties:
LUMO level (alpha / beta), eV: 0.82 / -3.66
ΔE to the lowest compared entry with this formula, charge and spin, eV: 0.313
Orbital gap (alpha / beta), eV: 7.6 / 6.5

Geometry as ORCA input:
```
! RIJCOSX wB97M-V def2-TZVPD def2/J DEFGRID3
* xyz 0 3
C -0.61972 1.14122 -0.54641
C 0.65675 -1.06159 0.22527
C 0.47204 1.51999 -0.35871
N -1.74834 0.57834 -0.27108
O 0.68985 -1.33457 -0.92362
O -0.41532 -1.19737 0.94648
P -1.98126 -0.80585 0.42541
H 1.45680 -0.78778 0.84329
H 1.48921 1.94761 -0.34063
*
```

Entry 4:
ORCA calculation (the ωB97M-V functional and the def2-TZVPD basis) on a structure of composition C30H26AsBBr2F7N4O4Ti.

Computed properties:
LUMO level, eV: 1.07
ΔE to the lowest compared entry with this formula, charge and spin, eV: 0.199
Orbital gap, eV: 6.9

Geometry as ORCA input:
```
! RIJCOSX wB97M-V def2-TZVPD def2/J DEFGRID3
* xyz -1 1
Ti 0.41354 0.33420 -1.49714
Br 2.49006 3.48929 -2.92728
C 0.96920 2.84801 -3.83721
C 0.75373 3.24660 -5.15093
C -0.41880 2.85743 -5.76880
C -1.36354 2.14399 -5.04522
C -1.04642 1.78584 -3.75484
N 0.12390 2.08467 -3.16816
C -2.00819 1.01276 -2.88441
O -3.16242 0.85815 -3.19372
O -1.44770 0.58033 -1.78044
H 1.49945 3.83881 -5.65901
H -0.60031 3.11718 -6.80287
H -2.31229 1.83595 -5.45854
Br 8.68321 0.70477 0.40847
C 7.01034 0.58548 -0.48174
C 6.99155 0.29112 -1.83685
C 5.77071 0.21508 -2.48377
C 4.59003 0.42493 -1.78221
C 4.62831 0.71799 -0.42292
C 5.84694 0.80062 0.23506
C 3.28691 0.35726 -2.52249
O 3.21305 0.20055 -3.71672
O 2.23884 0.50714 -1.72790
H 7.91711 0.12846 -2.37102
H 5.71272 -0.00695 -3.54133
H 3.70998 0.89783 0.11792
H 5.88626 1.03494 1.28938
F 2.28782 3.04672 0.50914
B 1.27490 2.30666 1.06451
F 0.46163 1.78367 -0.18541
F 0.34739 3.02305 1.76409
F 1.73062 1.18540 1.70148
N -0.41072 -0.44608 -7.36357
C 0.08208 -0.92838 -6.43446
N 0.69080 -1.52797 -5.42184
C 0.50014 -1.14999 -4.23292
N 0.36303 -0.85720 -3.10378
F -0.25856 -5.45256 6.08162
C -0.21295 -4.10763 6.08785
F -1.36653 -3.68660 6.64980
F 0.77061 -3.75211 6.93886
C -0.00877 -3.53068 4.71990
C 0.41083 -2.21036 4.60306
C 0.57094 -1.64574 3.35207
C 0.30783 -2.40122 2.20419
C -0.11413 -3.72436 2.33186
C -0.27097 -4.28731 3.58707
C 0.41345 -1.76621 0.92980
C 0.33615 -1.12557 -0.09774
H 0.61015 -1.62365 5.49021
H 0.88207 -0.61580 3.23768
H -0.32548 -4.30009 1.44092
H -0.59971 -5.31280 3.68400
C -4.36299 -0.42283 3.69987
C -2.88898 -0.28091 3.34617
As -2.43300 0.45273 1.56169
C -3.45965 2.13411 1.63783
C -3.22736 2.94332 0.36361
C -3.73184 -0.56426 0.48092
C -3.36334 -2.04113 0.39430
H -4.49460 -0.78653 4.72233
H -4.86534 -1.12920 3.03692
H -4.88724 0.53154 3.62038
H -2.38263 -1.24805 3.41436
H -2.38162 0.37270 4.06101
H -3.10721 2.69006 2.51010
H -4.52286 1.92686 1.78217
H -2.16491 3.15950 0.23692
H -3.76644 3.89344 0.38677
H -3.56279 2.39527 -0.52035
H -3.71753 -0.11773 -0.51486
H -4.73492 -0.42517 0.89050
H -2.37202 -2.16439 -0.04603
H -4.07558 -2.59528 -0.22147
H -3.34594 -2.50970 1.38314
*
```

Entry 5:
ORCA calculation (the ωB97M-V functional and the def2-TZVPD basis) on the molecule C4H8F2.

Computed properties:
LUMO level, eV: 1.05
ΔE to the lowest compared entry with this formula, charge and spin, eV: 0.766
Orbital gap, eV: 12.6

Geometry as ORCA input:
```
! RIJCOSX wB97M-V def2-TZVPD def2/J DEFGRID3
* xyz 0 1
C 1.50600 1.15129 0.00090
C 0.64204 -0.06787 0.33395
F 1.41779 -1.18544 -0.13020
C -0.70346 -0.07220 -0.35611
C -1.49048 1.15583 0.06160
F -1.40542 -1.16829 0.12010
H 1.32450 2.05944 0.54005
H 1.25777 1.46491 -1.07149
H 2.52349 0.82577 0.05313
H 0.59613 -0.27049 1.43662
H -0.54830 -0.13189 -1.43707
H -1.47022 1.11913 1.13712
H -2.54433 1.04782 -0.42706
H -0.97493 2.06658 -0.38247
*
```

Entry 6:
ORCA calculation (the ωB97M-V functional and the def2-TZVPD basis) on a cluster of 2 separate species, C11H24BrOP2 in total.

Computed properties:
LUMO level, eV: -3.93
ΔE to the lowest compared entry with this formula, charge and spin, eV: 0.000
Orbital gap, eV: 8.6

Geometry as ORCA input:
```
! RIJCOSX wB97M-V def2-TZVPD def2/J DEFGRID3
* xyz 1 1
C 1.22945 0.63164 0.09899
C 1.50208 0.48547 -1.06112
C 2.01289 0.17774 -2.40111
C 3.55178 0.06720 -2.38596
C 4.07594 -0.80766 -1.22491
P 5.13571 0.05960 -0.03936
P 6.13687 1.81513 -0.96990
O 7.32455 1.97256 0.11962
Br 4.59774 3.34035 -0.45617
H 1.05132 0.80465 1.13486
H 1.53711 -0.70440 -2.82718
H 1.76549 1.01979 -3.05220
H 3.86798 -0.38135 -3.32632
H 3.93723 1.08639 -2.38169
H 3.26091 -1.23685 -0.63816
H 4.62958 -1.65620 -1.62836
H 4.44510 0.40804 1.13036
H 6.14803 -0.82096 0.37150
H 7.78271 2.81638 -0.02652
C -5.96530 0.45542 1.03346
C -5.21046 -0.84757 1.28032
C -3.93837 -0.66550 2.10706
C -2.87634 0.22773 1.46279
C -2.40214 -0.22781 0.08346
C -1.72882 -1.59711 0.09757
H -5.36654 1.17010 0.46651
H -6.87695 0.27028 0.46458
H -6.25029 0.92382 1.97748
H -4.97622 -1.32244 0.32355
H -5.86808 -1.54094 1.80989
H -3.50924 -1.64893 2.31901
H -4.20467 -0.23928 3.07895
H -2.01305 0.27857 2.13652
H -3.25628 1.24994 1.38603
H -1.68972 0.50926 -0.29818
H -3.23665 -0.23643 -0.62179
H -0.86272 -1.59715 0.76447
H -1.38353 -1.86383 -0.90324
H -2.41124 -2.38087 0.42747
*
```